A structure of composition C12H13HgN5O3 at a distorted geometry, computed with ωB97M-V/def2-TZVPD.

The geometry in XYZ format:
```
34
Properties=species:S:1:pos:R:3:nbo_charge:R:1
Hg -0.00357 0.00013 1.05585 0.87
O -1.32318 -0.21862 -1.90978 -0.56
C -0.78449 -0.44257 -2.98731 0.66
O 1.24027 1.02300 -1.37053 -0.61
C 1.18095 1.05710 -2.58854 0.91
O 2.02714 1.79290 -3.36167 -0.47
N 0.30376 0.34534 -3.44528 -0.50
C 1.58151 1.72547 -4.74382 -0.08
C 0.71706 0.50053 -4.83543 -0.24
H 2.46610 1.69397 -5.38467 0.22
H 1.00962 2.64135 -4.96323 0.20
H 1.29562 -0.38170 -5.15935 0.20
H -0.13698 0.62912 -5.49511 0.23
C -1.18843 -1.50760 -3.90793 -0.35
C -2.33191 -2.18736 -3.69708 -0.24
H -0.54272 -1.77224 -4.75217 0.22
H -2.97046 -1.93300 -2.86031 0.22
H -2.62618 -2.99870 -4.35993 0.21
N 0.86091 1.32423 4.95697 -0.48
C 1.55679 2.40475 4.38809 -0.06
C 1.48428 2.29783 3.05211 -0.05
N 0.75296 1.16608 2.78692 -0.57
C 0.38596 0.59236 3.94146 0.29
C -0.37582 -0.58832 3.94619 0.30
N -0.75076 -1.16459 2.79433 -0.56
C -1.48036 -2.29637 3.06900 -0.05
C -1.54367 -2.39996 4.40550 -0.06
N -0.84390 -1.31773 4.96675 -0.48
H 0.73474 1.12475 5.95209 0.44
H 2.03217 3.13922 4.97194 0.24
H 1.88378 2.91987 2.27872 0.25
H -1.88553 -2.92105 2.30066 0.25
H -2.01495 -3.13264 4.99519 0.24
H -0.71074 -1.11554 5.96037 0.44
```

Its charge is +1. As for the expectation value of S²: 0.753. For the HOMO energy (alpha / beta), the calculation gives -0.3586 / -0.4407 hartree. The calculation puts the total energy at -1117.7647 a.u. The value obtained for the HOMO-LUMO gap (alpha / beta) is 6.7 / 8.7 eV. The spin multiplicity is 2. Its LUMO energy (alpha / beta) is -3.043 / -3.314 eV.

---

The molecule C12H13IN2 at a distorted geometry, computed with ωB97M-V/def2-TZVPD.

The geometry in XYZ format:
```
28
Properties=species:S:1:pos:R:3:nbo_charge:R:1
C -3.06898 -0.44445 0.16261 -0.64
C -1.70314 -0.48174 -0.53291 -0.03
C -1.62646 -0.46240 -1.91397 -0.17
C -0.45613 -0.18671 -2.54332 -0.23
C 0.62229 -0.19315 -1.72893 -0.18
C 0.66383 -0.36740 -0.37415 -0.09
C 1.91984 -0.14805 0.37868 -0.29
I 3.38700 -1.69292 -0.23068 0.05
C 2.46278 1.25816 0.11264 0.05
C 1.86215 2.38421 -0.33999 -0.11
N 2.79644 3.44323 -0.23898 -0.45
C 3.91756 2.86585 0.10084 0.17
N 3.75849 1.56650 0.40990 -0.54
C -0.56914 -0.53485 0.27709 -0.01
C -0.76602 -0.65615 1.74158 -0.65
H -3.87694 -0.31815 -0.64449 0.22
H -3.14297 -1.49934 0.60340 0.22
H -3.25125 0.37047 0.92389 0.23
H -2.59364 -0.52422 -2.58297 0.21
H -0.15743 0.04597 -3.53962 0.23
H 1.55243 0.05481 -2.30450 0.21
H 1.77059 -0.13986 1.52034 0.25
H 0.73872 2.55764 -0.39298 0.23
H 4.81464 3.46198 0.30550 0.20
H 4.40898 0.78684 0.63268 0.43
H -1.05718 0.31062 2.26636 0.23
H -1.61764 -1.40914 1.96612 0.23
H 0.18766 -0.86304 2.31488 0.22
```

Its charge is 0. For the HOMO energy, the calculation gives -0.3183 hartree. The calculation puts the total energy at -872.2297 a.u. As for the SMILES: Cc1cccc([C@@H](I)c2cnc[nH]2)c1C. The value obtained for the HOMO-LUMO gap is 8.6 eV. Its LUMO energy is -0.018 eV.

---

The molecule C12H13N3 at a distorted geometry, computed with ωB97M-V/def2-TZVPD.

The geometry in XYZ format:
```
28
Properties=species:S:1:pos:R:3:nbo_charge:R:1
C -0.62468 1.91655 -0.44483 -0.40
N -1.62118 1.02816 0.14210 -0.35
C -2.82621 1.36861 0.57726 0.13
N -3.57946 0.33353 0.82758 -0.28
N -2.87188 -0.73108 0.55521 -0.28
C -1.67773 -0.31292 0.06255 0.32
C -0.54295 -1.25361 -0.27489 -0.14
C 0.71257 -0.55378 0.04000 0.00
C 1.12725 -0.30323 1.37289 -0.21
C 2.19196 0.55417 1.70191 -0.20
C 2.96820 1.13702 0.66426 -0.23
C 2.66760 0.75113 -0.65102 -0.21
C 1.60134 -0.13805 -0.94742 -0.22
C -0.63898 -2.21592 -1.44436 -0.40
C -0.76339 -2.69853 -0.00107 -0.38
H -0.50182 1.66636 -1.48519 0.21
H -0.98317 2.86856 -0.32510 0.21
H 0.29332 1.91127 0.16710 0.23
H -3.23862 2.45759 0.64055 0.20
H 0.51921 -0.72997 2.18255 0.22
H 2.44841 0.79893 2.73238 0.22
H 3.76368 1.77507 0.99089 0.22
H 3.22379 1.15394 -1.55423 0.22
H 1.13313 0.06522 -1.95260 0.21
H 0.10515 -2.32807 -2.14506 0.22
H -1.54890 -2.09666 -2.01408 0.22
H -1.58481 -3.30662 0.32559 0.26
H 0.24817 -3.11766 0.25703 0.21
```

Its charge is 0. For the HOMO energy, the calculation gives -0.3220 hartree. The calculation puts the total energy at -629.2406 a.u. As for the SMILES: Cn1cnnc1C1(c2ccccc2)CC1. The value obtained for the HOMO-LUMO gap is 9.4 eV. Its LUMO energy is 0.677 eV.

---

The molecule C12H13N3O2S at a distorted geometry, computed with ωB97M-V/def2-TZVPD.

The geometry in XYZ format:
```
31
Properties=species:S:1:pos:R:3:nbo_charge:R:1
C 3.84266 -2.72871 1.01704 -0.59
C 3.31300 -3.06533 -0.37903 -0.44
C 2.19798 -2.15537 -0.76321 -0.15
C 2.23741 -1.09467 -1.62346 -0.29
C 1.01215 -0.41855 -1.72740 -0.20
C 0.02901 -0.96726 -0.94049 -0.27
C -1.32135 -0.53116 -0.81158 0.04
N -2.13484 -1.17036 -0.06185 -0.25
N -3.41175 -0.76262 0.12349 -0.44
C -3.97590 0.48146 0.14546 0.63
O -5.16699 0.61315 0.32125 -0.56
C -3.03136 1.62994 0.09815 0.03
C -2.06817 1.94400 1.09442 -0.36
C -1.51646 3.11408 0.65413 0.34
C -0.45181 3.98516 1.20534 -0.66
O -2.09788 3.45966 -0.50483 -0.27
N -3.03520 2.54341 -0.83671 -0.10
S 0.62921 -2.33640 -0.05488 0.46
H 4.65539 -3.39956 1.28286 0.21
H 4.21168 -1.70608 1.04552 0.21
H 3.04965 -2.83158 1.75380 0.21
H 4.11779 -2.96884 -1.11053 0.22
H 2.96178 -4.09935 -0.38706 0.22
H 3.12086 -0.81200 -2.16817 0.22
H 0.84880 0.43829 -2.35691 0.22
H -1.59203 0.35324 -1.39154 0.19
H -4.03173 -1.52288 0.38392 0.41
H -1.84146 1.38952 1.98003 0.24
H 0.43498 3.93818 0.57423 0.24
H -0.79255 5.01829 1.22909 0.24
H -0.19287 3.66232 2.20893 0.23
```

Its charge is 0. For the HOMO energy, the calculation gives -0.3028 hartree. The calculation puts the total energy at -1177.9353 a.u. As for the SMILES: CCc1ccc(/C=N/NC(=O)c2cc(C)on2)s1. The value obtained for the HOMO-LUMO gap is 8.3 eV. Its LUMO energy is 0.056 eV.

---

The molecule C12H13NO2, computed with ωB97M-V/def2-TZVPD.

The geometry in XYZ format:
```
28
Properties=species:S:1:pos:R:3:nbo_charge:R:1
C -3.34784 -0.00318 -1.62075 -0.61
C -3.31568 1.01844 -0.49125 -0.38
C -2.61739 0.45897 0.75781 -0.44
C -1.18912 0.05792 0.49846 -0.22
C -0.17752 0.96059 0.37316 0.39
O -0.36465 2.29580 0.49302 -0.66
C 1.17459 0.53896 0.10525 -0.18
C 2.23364 1.44121 -0.03290 -0.15
C 3.50541 0.98609 -0.29332 -0.25
C 3.74532 -0.37997 -0.42202 -0.17
C 2.71713 -1.28640 -0.29028 -0.27
C 1.42121 -0.83852 -0.02481 0.28
N 0.38045 -1.71116 0.11493 -0.59
C -0.93142 -1.36751 0.37952 0.64
O -1.76927 -2.24460 0.50161 -0.64
H -3.93156 0.37184 -2.45850 0.21
H -2.34018 -0.21676 -1.97110 0.20
H -3.78846 -0.93453 -1.27466 0.22
H -4.33749 1.29408 -0.22015 0.20
H -2.81054 1.92304 -0.84261 0.18
H -2.67310 1.18962 1.57301 0.20
H -3.14747 -0.44001 1.07776 0.25
H -1.29318 2.47418 0.68968 0.49
H 2.02803 2.49487 0.06928 0.23
H 4.32005 1.68586 -0.39882 0.22
H 4.74527 -0.73209 -0.62651 0.22
H 2.90032 -2.34646 -0.38906 0.21
H 0.56277 -2.70405 0.03100 0.41
```

Its charge is 0. For the HOMO energy, the calculation gives -0.3070 hartree. The calculation puts the total energy at -670.3541 a.u. As for the SMILES: CCCc1c(O)c2ccccc2[nH]c1=O. The value obtained for the HOMO-LUMO gap is 8.8 eV. Its LUMO energy is 0.463 eV.

---

A structure of composition C12H13NOS at a distorted geometry, computed with ωB97M-V/def2-TZVPD.

The geometry in XYZ format:
```
28
Properties=species:S:1:pos:R:3:nbo_charge:R:1
C 2.37013 2.84579 1.13231 -0.21
C 1.41412 2.90401 2.16691 -0.20
C 2.44274 1.66339 0.41119 -0.21
C 0.45094 1.97227 2.40597 -0.21
C 1.57914 0.64126 0.65178 -0.20
C 0.59751 0.75791 1.64995 -0.09
C -1.29055 -0.75892 -1.81021 -0.02
C 0.03934 -2.54113 -2.75424 0.48
C 0.95638 -3.33383 -3.28442 -0.66
C -0.42339 -0.19295 1.74112 -0.42
C -2.16745 -0.98189 -0.82495 -0.29
C -2.91287 0.06444 -0.09804 -0.63
N -0.82038 -1.69055 -2.65862 -0.42
O 0.36416 -2.20523 0.17728 -0.89
S -0.74957 -1.68144 0.98086 1.05
H 3.12854 3.69722 1.20826 0.22
H 1.46556 3.73628 2.91712 0.21
H 3.40028 1.60565 -0.25338 0.22
H -0.16295 2.18890 3.28903 0.23
H 1.64604 -0.35178 0.27869 0.25
H -0.92722 0.26575 -2.08108 0.20
H 1.77962 -2.90932 -3.99972 0.26
H 0.97258 -4.43519 -3.01458 0.25
H -1.34111 0.10508 2.22254 0.21
H -2.46304 -2.07048 -0.79208 0.22
H -2.60329 -0.01693 0.95191 0.20
H -3.98866 -0.31395 -0.08970 0.22
H -2.75663 1.03565 -0.52394 0.23
```

Its charge is 0. As for the expectation value of S²: 2.057. For the HOMO energy (alpha / beta), the calculation gives -0.2238 / -0.2885 hartree. The calculation puts the total energy at -992.9847 a.u. The value obtained for the HOMO-LUMO gap (alpha / beta) is 6.8 / 5.6 eV. The spin multiplicity is 3. Its LUMO energy (alpha / beta) is 0.753 / -2.220 eV.